ORCA calculation (ωB97M-V/def2-TZVPD) on C2H3CeO3 as an isolated structure at a distorted geometry.

The LUMO energy (spin up / spin down) comes out at -10.544 / -10.338 eV. The net charge is +2. The molecular weight comes out at 215.16 g/mol. The value obtained for the energy above the lowest of the compared OMol25 structures with the same formula, charge and spin is 0.0 kcal/mol. As for the electronic energy: -778.1093 hartree. Its HOMO energy (spin up / spin down) is -17.528 / -17.555 eV. Its spin multiplicity is 2.

Each line ends with the Mulliken spin population.
Cartesian coordinates (Å):
O1 0.4835 -2.0807 -0.3627  0.00
C1 0.8217 -3.0770 0.2522  0.00
H1 0.9770 -4.0263 -0.2848  0.00
H2 0.9950 -3.0470 1.3412  0.00
O2 -0.9602 3.6885 0.8411  0.00
C2 -0.5747 2.5905 0.5231  -0.03
O3 -0.6373 2.4156 -0.9270  0.00
Ce1 -0.0837 0.2498 -0.0903  1.05
H3 -1.0212 3.2865 -1.2928  0.00

Cartesian forces, eV/Å:
-0.3 1.1 0.1
0.5 -1.3 0.3
-0.1 0.2 0.1
-0.1 -0.1 -0.2
1.2 -2.8 0.6
-1.3 3.0 0.9
-0.2 -0.6 -1.6
-0.5 1.9 -0.6
0.7 -1.5 0.3

ORCA calculation (ωB97M-V/def2-TZVPD) on C2H5ISi as an isolated structure at a distorted geometry.

The LUMO energy comes out at -0.336 eV. The molecular weight comes out at 184.05 g/mol. The value obtained for the energy above the lowest of the compared OMol25 structures with the same formula, charge and spin is 30.1 kcal/mol. As for the electronic energy: -666.3240 hartree. Its HOMO energy is -9.294 eV.

Each line ends with the Mulliken charge.
Cartesian coordinates (Å):
C1 0.4364 0.3426 0.7503  -0.63
C2 0.4761 0.3241 -0.8373  -0.57
Si1 -0.8703 -0.7005 -0.0853  0.15
I1 -3.2017 0.0455 -0.0607  -0.07
H1 1.3656 -0.1364 1.0778  0.27
H2 0.3824 1.4019 1.0899  0.30
H3 0.2796 1.3046 -1.2636  0.28
H4 1.3939 -0.1684 -1.1122  0.28
H5 -0.2620 -2.4133 0.4411  -0.02

Cartesian forces, eV/Å:
0.3 1.2 -0.6
-0.2 -0.1 0.7
2.0 -2.0 1.8
0.5 -0.3 -0.1
-0.7 0.0 0.5
-0.3 -1.1 0.1
0.0 -0.4 -0.3
-0.1 0.0 -0.9
-1.5 2.7 -1.2

ORCA calculation (ωB97M-V/def2-TZVPD) on one molecule with the formula C6H16N2 at a distorted geometry.

The SMILES is CCCNC[C@@H](C)N. The LUMO energy comes out at 1.128 eV. The molecular weight comes out at 116.21 g/mol. The value obtained for the energy above the lowest of the compared OMol25 structures with the same formula, charge and spin is 29.1 kcal/mol. As for the electronic energy: -347.6784 hartree. Its HOMO energy is -8.568 eV.

Each line ends with the Mulliken charge.
Cartesian coordinates (Å):
N1 -0.6762 -2.3139 0.5399  -0.74
C1 0.4329 -1.5034 1.1663  0.28
C2 0.5715 -1.8328 2.6472  -1.54
C3 0.0613 -0.0377 0.8685  -0.30
N2 1.0824 0.6257 0.0393  -0.42
C4 0.5554 1.8032 -0.6431  -0.78
C5 0.2124 1.5384 -2.1384  -0.28
C6 -1.2871 1.5946 -2.4180  -1.27
H1 -1.5150 -2.0340 1.0582  0.26
H2 -0.6008 -3.2230 0.9461  0.28
H3 1.3520 -1.7360 0.6293  0.26
H4 -0.1633 -1.4074 3.3233  0.35
H5 1.4861 -1.3234 2.9779  0.36
H6 0.7990 -2.8882 2.7077  0.45
H7 0.0705 0.5822 1.7520  0.28
H8 -0.9496 -0.0105 0.4575  0.17
H9 1.4240 -0.1004 -0.5773  0.23
H10 1.2259 2.6578 -0.5659  0.35
H11 -0.3947 2.0132 -0.1621  0.41
H12 0.8052 2.1733 -2.8015  0.38
H13 0.5511 0.5359 -2.4105  0.29
H14 -1.5726 1.3383 -3.4229  0.39
H15 -1.8240 0.9339 -1.7350  0.27
H16 -1.6463 2.6141 -2.2385  0.32

Cartesian forces, eV/Å:
0.1 0.6 0.8
-1.9 0.3 -0.3
1.9 1.0 -0.5
1.1 0.4 0.4
-0.2 -0.7 0.2
-0.2 -0.7 -1.1
0.2 -0.5 -0.1
0.1 0.8 0.6
0.0 0.4 -0.5
0.5 -1.2 -0.2
0.1 -0.2 0.1
-0.7 -0.5 -0.2
0.1 -0.1 0.1
-0.4 -0.3 0.6
-0.4 -0.1 0.8
0.0 0.0 -0.3
0.1 0.5 -0.5
0.0 0.0 0.2
0.0 0.6 0.3
-0.3 0.3 0.0
0.1 -0.1 0.2
0.1 -0.2 -0.5
0.0 0.0 0.0
-0.1 -0.1 0.0

ORCA calculation (ωB97M-V/def2-TZVPD) on a 3-piece molecular cluster, H6O3 overall.

The SMILES is O.O.O. The LUMO energy comes out at 0.524 eV. The molecular weight comes out at 54.05 g/mol. The value obtained for the energy above the lowest of the compared OMol25 structures with the same formula, charge and spin is 10.4 kcal/mol. As for the electronic energy: -229.3084 hartree. Its HOMO energy is -10.877 eV.

Each line ends with the Mulliken charge.
Cartesian coordinates (Å):
O1 18.0250 -12.3095 23.4993  -0.67
H1 17.3512 -11.6382 23.3917  0.32
H2 18.6105 -12.1837 22.7526  0.35
O2 17.7817 -14.9502 22.5966  -0.64
H3 17.7772 -14.2578 23.2574  0.35
H4 16.8761 -15.2589 22.5664  0.29
O3 19.9955 -11.6052 20.6135  -0.66
H5 20.7475 -12.0949 20.9467  0.33
H6 19.9198 -10.8531 21.2007  0.32

Cartesian forces, eV/Å:
0.1 0.1 0.4
-0.2 0.1 0.0
0.2 -0.1 -0.4
0.1 -0.5 -0.2
0.0 0.5 0.2
-0.2 -0.1 -0.1
-0.3 -0.1 0.0
0.3 -0.2 0.0
0.1 0.3 0.1

ORCA calculation (ωB97M-V/def2-TZVPD) on a 15-piece molecular cluster, C58H118O15 overall at a distorted geometry.

The LUMO energy comes out at 0.410 eV. The molecular weight comes out at 1055.57 g/mol. The value obtained for the energy above the lowest of the compared OMol25 structures with the same formula, charge and spin is 20.5 kcal/mol. As for the electronic energy: -3408.8547 hartree. Its HOMO energy is -9.114 eV.

Each line ends with the Mulliken charge.
Cartesian coordinates (Å):
C1 2.3696 0.0347 -4.3104  0.26
C2 2.4414 -0.9695 -5.4404  -0.55
C3 1.6703 -0.2618 -6.6200  -0.52
O1 1.6208 1.0924 -6.2763  -0.44
C4 1.5006 1.2016 -4.8743  0.00
H1 3.3497 0.4013 -4.0053  0.30
H2 1.9270 -0.4019 -3.4150  -0.27
H3 2.2526 -1.9831 -5.0867  0.19
H4 3.4727 -1.0713 -5.7784  0.30
H5 0.6400 -0.6084 -6.5393  0.19
H6 1.8217 -0.4767 -7.6778  0.46
H7 0.4285 1.1036 -4.7039  -0.05
H8 1.8040 2.1946 -4.5424  0.14
C5 -2.7819 -2.6532 3.8025  0.33
C6 -3.7623 -2.9488 4.8351  -0.82
C7 -4.7173 -1.7966 4.7691  -0.54
O2 -4.7882 -1.5486 3.3792  -0.43
C8 -3.6277 -2.0991 2.6600  -0.01
H9 -2.1024 -3.4766 3.5823  0.29
H10 -2.2040 -1.7878 4.1269  -0.18
H11 -3.3397 -3.0229 5.8372  0.38
H12 -4.1607 -3.9496 4.6682  0.33
H13 -4.4069 -0.9246 5.3447  0.25
H14 -5.6824 -2.0895 5.1824  0.35
H15 -3.1721 -1.2256 2.1936  -0.19
H16 -3.8087 -2.8275 1.8695  0.19
C9 -4.4257 3.8776 -1.7411  -0.18
C10 -3.0705 4.1256 -1.0391  0.43
C11 -3.2560 5.6386 -0.7747  -0.52
O3 -4.6616 5.7614 -0.3955  -0.50
C12 -5.4275 4.7038 -0.9298  -0.46
H17 -4.7296 2.8308 -1.7485  -0.08
H18 -4.3955 4.2587 -2.7619  0.20
H19 -2.1632 3.8688 -1.5858  0.08
H20 -3.1949 3.4891 -0.1630  -0.21
H21 -3.0308 6.1741 -1.6970  0.33
H22 -2.5753 5.9780 0.0061  0.30
H23 -6.1367 5.0667 -1.6738  0.35
H24 -5.8769 4.1065 -0.1365  0.26
C13 -7.5940 0.9596 -0.8945  -0.44
C14 -7.3665 -0.3501 -1.6573  0.10
C15 -6.8490 -1.2583 -0.5546  0.20
O4 -7.0833 -0.7013 0.7636  -0.41
C16 -7.1646 0.7579 0.5465  -0.36
H25 -8.6828 0.9470 -0.9456  0.22
H26 -7.1646 1.8570 -1.3399  0.31
H27 -6.5947 -0.1736 -2.4065  -0.44
H28 -8.2007 -0.7697 -2.2194  0.37
H29 -5.7835 -1.4271 -0.7106  -0.48
H30 -7.2234 -2.2790 -0.4757  0.43
H31 -6.2192 1.2526 0.7690  0.11
H32 -7.8922 1.0328 1.3102  0.33
C17 -0.9795 4.2894 -6.1153  0.04
C18 -2.2174 4.4810 -5.1910  -0.22
C19 -2.3891 2.9923 -4.8617  0.18
O5 -2.1451 2.2756 -6.0521  -0.47
C20 -1.2149 3.0318 -6.7886  -0.59
H33 -0.0416 4.3817 -5.5677  -0.47
H34 -0.8566 5.1293 -6.7991  0.47
H35 -3.0095 4.8454 -5.8451  0.33
H36 -2.0715 5.0750 -4.2888  0.15
H37 -3.3777 2.7017 -4.5063  0.06
H38 -1.6583 2.5469 -4.1867  -0.01
H39 -1.8615 3.2816 -7.6297  0.31
H40 -0.3926 2.3889 -7.1025  0.28
C21 1.4724 4.6056 -1.8313  0.69
C22 1.2302 5.8327 -1.0200  -0.11
C23 0.9682 6.8662 -2.0767  -0.60
O6 1.8824 6.6050 -3.1068  -0.50
C24 1.9601 5.1658 -3.1561  0.33
H41 0.6096 3.9420 -1.7736  -0.21
H42 2.2645 3.9849 -1.4123  -0.35
H43 2.0746 6.1509 -0.4086  0.11
H44 0.3703 5.8112 -0.3506  0.16
H45 1.1518 7.9237 -1.8867  0.39
H46 -0.0253 6.8926 -2.5243  0.15
H47 2.9020 4.6833 -3.4174  0.43
H48 1.2262 4.8889 -3.9129  -0.57
C25 5.9709 -5.0145 4.8077  -0.46
C26 4.9297 -5.0518 3.7499  -0.76
C27 4.2353 -3.7063 3.7736  0.71
O7 4.7625 -2.9816 4.9123  -0.41
C28 5.4123 -3.9292 5.7659  -0.67
H49 6.8954 -4.5668 4.4429  0.12
H50 6.2520 -5.9376 5.3148  0.43
H51 4.1816 -5.8263 3.9191  0.42
H52 5.3386 -5.2139 2.7526  0.35
H53 3.1815 -3.9446 3.9173  -0.24
H54 4.3411 -3.1406 2.8479  -0.14
H55 4.7322 -4.3150 6.5253  0.29
H56 6.1602 -3.4458 6.3944  0.41
C29 6.4265 -0.8756 1.3722  0.50
C30 7.3356 -1.2511 2.5240  -0.60
C31 7.7933 -2.6752 2.2163  0.11
O8 7.6605 -2.8034 0.8170  -0.49
C32 6.9489 -1.7496 0.2526  -0.55
H57 6.6068 0.1076 0.9377  0.11
H58 5.3742 -1.0547 1.5931  -0.36
H59 6.8293 -1.3214 3.4867  0.25
H60 8.2633 -0.6822 2.5858  0.37
H61 7.2287 -3.4519 2.7321  -0.32
H62 8.8457 -2.7215 2.4964  0.33
H63 6.0640 -2.2149 -0.1816  0.19
H64 7.6643 -1.3900 -0.4870  0.35
C33 1.0557 -5.3589 1.5228  -0.44
C34 0.7470 -3.8756 1.2487  0.48
C35 1.8475 -3.2935 0.4297  -0.03
O9 2.5208 -4.5070 -0.0496  -0.63
C36 1.7216 -5.6443 0.2662  -0.12
H65 0.1983 -6.0274 1.6003  0.43
H66 1.6399 -5.5867 2.4144  0.08
H67 0.6054 -3.3015 2.1644  -0.40
H68 -0.2280 -3.6993 0.7945  0.31
H69 2.5540 -2.6943 1.0040  0.06
H70 1.4537 -2.8280 -0.4739  0.14
H71 2.4509 -6.4540 0.2394  0.41
H72 1.1808 -5.9314 -0.6356  -0.17
C37 4.3676 4.0419 2.3450  -0.62
C38 3.1510 3.1384 2.1197  0.81
C39 3.5243 2.3519 0.8196  1.12
O10 4.7472 2.8879 0.3899  -0.48
C40 5.4314 3.3877 1.4803  -0.52
H73 4.7654 4.1400 3.3550  0.41
H74 4.2921 5.0097 1.8492  0.23
H75 2.2860 3.7774 1.9419  -0.78
H76 2.9217 2.5510 3.0088  0.23
H77 2.7482 2.5813 0.0894  -0.86
H78 3.5184 1.2783 1.0078  -0.09
H79 6.2717 4.0308 1.2183  0.44
H80 5.9412 2.5649 1.9815  0.12
C41 -2.1733 2.8662 4.0108  -0.59
C42 -0.6919 2.8146 3.5623  0.67
C43 -0.3343 4.3563 3.5212  -0.21
O11 -1.5099 4.8333 2.8447  -0.39
C44 -2.6708 4.1358 3.3098  -0.30
H81 -2.2489 2.8286 5.0975  0.44
H82 -2.7407 2.0470 3.5691  0.07
H83 -0.6162 2.4835 2.5266  -0.54
H84 -0.1116 2.1699 4.2224  0.17
H85 0.4928 4.4973 2.8255  -0.02
H86 -0.0650 4.8189 4.4707  0.29
H87 -3.3660 3.8650 2.5151  0.12
H88 -3.3242 4.6957 3.9789  0.30
C45 -0.2175 -4.9529 -2.9118  0.45
C46 -0.6223 -6.3470 -3.2663  -0.57
C47 -1.3783 -6.0766 -4.5275  -0.55
O12 -0.7384 -4.9548 -5.1800  -0.44
C48 0.2544 -4.3983 -4.3303  -0.25
H89 0.4965 -4.7892 -2.1047  -0.23
H90 -1.0572 -4.3726 -2.5296  -0.22
H91 -1.3240 -6.6647 -2.4950  0.34
H92 0.3525 -6.8344 -3.2793  0.37
H93 -2.4328 -5.8737 -4.3403  0.26
H94 -1.3608 -7.0249 -5.0646  0.36
H95 0.1384 -3.3190 -4.4285  0.05
H96 1.2853 -4.6946 -4.5244  0.36
C49 1.0226 -1.2681 6.4034  -0.83
C50 1.9740 -0.3746 5.6784  -0.32
C51 1.7073 -0.8063 4.2599  0.44
O13 1.4347 -2.0956 4.3484  0.09
C52 1.1978 -2.5946 5.6518  -0.38
H97 -0.0415 -1.0334 6.4271  0.28
H98 1.4041 -1.4601 7.4063  0.39
H99 3.0190 -0.6133 5.8759  0.25
H100 1.7522 0.6645 5.9216  0.36
H101 2.6428 -0.7405 3.7043  -0.18
H102 0.7849 -0.3276 3.9312  -0.47
H103 2.1074 -3.1188 5.9449  0.08
H104 0.2888 -3.1893 5.7414  0.25
C53 -3.2145 -2.3242 -3.2563  -0.19
C54 -4.3722 -1.5090 -3.8904  -0.81
C55 -3.9677 -0.0368 -3.7013  -0.38
O14 -3.3161 -0.0441 -2.4457  0.13
C56 -2.8306 -1.3465 -2.1515  -0.23
H105 -2.3722 -2.4633 -3.9341  -0.02
H106 -3.5233 -3.3043 -2.8928  0.44
H107 -5.2497 -1.7378 -3.2856  0.17
H108 -4.6117 -1.7537 -4.9252  0.46
H109 -4.8245 0.6342 -3.6396  0.40
H110 -3.2010 0.3155 -4.3914  0.08
H111 -3.3575 -1.6222 -1.2380  -0.19
H112 -1.7674 -1.2440 -1.9343  0.10
C57 -1.3300 0.5536 0.2251  0.27
C58 0.2518 0.5153 0.0352  0.21
O15 0.7461 -0.0261 1.2662  0.45
H113 -1.7296 1.1165 -0.6185  0.02
H114 -1.5658 1.2323 1.0448  -0.31
H115 -1.8933 -0.3784 0.1787  0.16
H116 0.8383 1.4138 -0.1567  -0.35
H117 0.6123 -0.0511 -0.8234  -0.05
H118 0.3468 -0.8786 1.4544  -0.18

Cartesian forces, eV/Å:
-0.6 0.8 0.6
1.6 0.3 -1.4
-2.1 -1.6 1.6
1.3 1.1 -1.0
0.0 -0.8 -0.2
0.0 0.1 -0.2
-0.2 0.1 0.0
-1.0 0.1 -0.5
0.3 0.2 0.1
-0.6 -0.3 0.2
1.2 0.5 0.2
-0.2 -0.3 0.7
0.2 0.0 -0.2
1.6 1.1 -1.1
-0.1 -1.2 2.5
-0.4 -1.1 -0.4
-0.3 0.0 -1.4
-0.2 0.9 1.1
-0.1 0.1 -0.3
0.5 -0.1 0.2
0.3 0.1 0.1
-0.8 0.2 -0.2
0.4 0.2 -0.1
-0.3 0.1 -0.4
0.2 -0.1 -0.1
-0.9 -0.1 0.2
0.4 -0.5 -0.4
-1.7 0.3 -0.2
-0.3 -1.5 0.5
1.2 0.9 0.3
1.2 -0.4 -1.1
0.2 -0.1 -0.2
0.0 -0.1 -0.1
-0.2 0.0 -0.1
0.8 0.4 0.6
-0.2 0.2 -0.1
-0.5 0.3 0.3
-0.6 0.2 0.5
-0.2 0.2 0.1
-1.8 -0.3 -0.1
1.4 -0.1 0.0
0.7 -1.3 1.1
0.1 1.4 -1.9
-0.1 -1.6 0.8
-0.1 1.2 0.4
-0.2 -0.1 -0.1
0.2 -0.3 0.0
-0.4 0.3 0.4
0.5 0.3 0.2
-0.6 0.1 -0.4
0.3 -0.2 0.0
0.0 0.6 -0.3
1.3 3.2 1.6
1.1 -1.5 -0.5
-0.8 -0.7 0.3
-0.6 -0.7 0.8
-1.4 -1.3 -2.6
0.0 -0.6 0.5
-0.3 -0.1 -0.3
-0.4 0.0 0.5
0.0 0.2 -0.3
-0.1 0.2 0.0
0.2 0.8 0.9
0.7 0.0 -1.0
0.3 0.4 0.2
0.9 -1.0 1.1
-0.8 1.5 1.3
0.1 1.8 -0.9
1.5 -1.6 -0.2
-1.6 -0.5 -1.2
-0.3 0.2 -0.9
0.1 0.1 0.2
0.2 -0.1 -0.1
0.0 -0.4 0.1
0.0 0.0 0.9
-0.6 -0.7 0.3
0.4 1.0 -0.2
0.1 -0.3 -0.4
0.8 1.3 1.5
-0.2 -0.8 -1.4
-0.3 -0.1 0.8
0.1 -0.3 -0.3
0.0 -0.3 0.1
0.1 -0.2 -0.3
-0.3 -0.1 -0.1
0.1 -0.2 0.1
0.1 -0.3 0.0
-0.3 0.7 0.1
0.2 0.3 0.2
-0.6 -0.4 -0.2
0.3 0.4 -0.5
1.1 0.8 -0.7
0.1 -0.6 0.9
0.1 0.5 -0.4
1.0 -1.7 0.8
-1.0 -1.5 -0.4
-0.5 0.6 0.9
0.1 0.1 -0.1
0.0 0.7 0.1
-0.4 0.5 0.1
-0.1 0.0 0.0
0.1 -0.6 0.0
0.1 0.2 -0.9
-0.6 1.0 -0.2
-1.5 0.0 0.3
-1.9 1.0 2.3
0.5 -2.1 -1.0
0.4 1.0 0.1
3.1 -1.1 -2.3
-0.5 0.4 0.1
0.4 0.5 -0.2
0.3 -0.1 0.4
-0.1 -0.6 -0.5
0.0 0.1 -0.3
0.2 0.7 0.2
0.2 -0.3 0.8
-1.2 0.4 0.3
1.2 0.0 -0.6
0.0 0.7 0.1
-1.1 0.6 1.1
-0.1 -0.3 -1.7
1.0 -0.6 1.2
-0.5 0.2 0.1
-0.7 0.3 0.5
-0.1 -0.2 0.0
0.1 -0.3 -0.2
0.3 -0.2 -0.3
0.4 -0.2 -0.1
-0.4 0.3 -0.6
-0.1 -0.4 0.5
0.5 -0.4 -1.1
-0.2 1.1 0.7
-0.6 -2.1 -1.3
-0.3 0.7 0.5
-0.2 -0.3 0.9
-0.1 0.3 -0.1
0.1 -0.4 0.4
0.1 -0.2 0.1
0.3 0.2 -0.1
0.0 0.3 0.1
-0.6 0.1 0.2
0.6 0.2 -0.7
0.4 0.7 0.2
0.8 2.5 -0.2
0.0 1.4 1.7
0.6 -0.9 -0.6
-0.1 -1.1 -0.5
-1.6 -0.2 2.0
0.5 -0.5 -0.3
-0.4 0.2 -0.5
0.4 -0.8 0.0
-0.6 -1.1 -0.6
0.0 0.4 0.1
0.1 0.4 -1.0
0.3 0.1 0.1
0.0 -0.2 -0.4
0.7 -2.1 1.8
-0.2 1.0 0.1
0.5 2.9 0.5
-1.2 -5.7 -1.3
0.1 1.6 0.1
0.2 0.6 -0.1
-0.5 0.3 0.4
-0.1 0.0 0.5
0.3 0.2 -0.3
-0.4 0.9 -0.8
0.5 0.9 -0.9
-0.2 -0.3 0.4
0.2 -0.3 -0.4
0.1 1.1 -0.6
0.1 -0.2 -0.3
0.4 -1.0 0.3
0.0 0.4 0.4
-0.2 0.0 1.0
-0.1 0.0 -0.2
0.0 0.1 0.1
-0.2 0.3 -0.1
0.1 -0.1 0.0
0.1 0.1 -0.2
-0.5 0.0 -0.8
0.2 -0.3 0.4
0.1 -0.4 -0.1
1.4 2.1 -1.9
-1.3 -1.4 1.1
1.0 0.3 -0.1
-0.2 0.0 -0.4
0.0 -0.6 0.5
0.6 -0.2 0.6
-0.9 0.8 0.6
-0.5 -0.8 -0.2
-0.2 -0.1 -0.2

ORCA calculation (ωB97M-V/def2-TZVPD) on a 3-piece molecular cluster, C3H9INO2 overall at a distorted geometry.

The LUMO energy comes out at -4.709 eV. The net charge is +1. The molecular weight comes out at 218.01 g/mol. The value obtained for the energy above the lowest of the compared OMol25 structures with the same formula, charge and spin is 38.9 kcal/mol. As for the electronic energy: -622.2958 hartree. Its HOMO energy is -13.181 eV.

Each line ends with the Mulliken charge.
Cartesian coordinates (Å):
C1 0.3624 0.0069 -1.1292  -0.25
C2 1.1464 0.7146 -0.0189  0.17
C3 0.6364 -2.4539 2.3874  -0.08
N1 1.8319 1.8312 -0.0892  -0.34
O1 0.4327 0.5806 -2.3981  -0.53
O2 0.9538 -2.1541 1.2326  -0.42
I1 -2.5895 0.9503 1.9225  -0.11
H1 0.5297 -1.0657 -0.9166  0.37
H2 -0.6899 -0.0300 -0.8647  0.24
H3 0.9820 0.3128 0.9731  0.29
H4 1.4387 -2.4145 3.1169  0.28
H5 1.6820 2.4059 -0.9776  0.32
H6 -0.4302 -2.3220 2.8011  0.23
H7 -3.1993 2.1842 2.7818  0.14
H8 1.1322 0.1659 -2.9711  0.36
H9 2.3137 2.2591 0.8488  0.35

Cartesian forces, eV/Å:
0.6 0.4 0.9
-0.7 1.2 -0.3
-0.2 3.0 -1.3
-0.5 0.3 1.0
1.4 -0.7 -0.5
-1.1 -1.0 1.6
-0.1 0.2 0.2
0.8 0.1 -0.9
-0.4 0.7 0.6
0.5 -0.4 0.0
0.2 -1.0 0.6
0.9 -0.9 1.5
1.1 -0.9 -0.8
0.2 -0.2 -0.2
-1.0 0.4 0.9
-1.6 -1.2 -3.3